# 1
ORCA calculation (ωB97M-V/def2-TZVPD) on a 2-piece molecular cluster, H5NO2SSi overall at a distorted geometry.

```
! RIJCOSX wB97M-V def2-TZVPD def2/J DEFGRID3
* xyz 0 1
N -0.17733 -0.45345 -0.44291
O 2.34936 0.98244 -0.77702
O 2.51253 -1.26530 0.12986
Si -1.43389 0.38852 0.41038
S 2.08687 0.10232 0.33696
H -0.06320 -0.21443 -1.41794
H -0.16600 -1.46081 -0.35969
H -1.11932 1.80136 0.21262
H -2.83209 0.10877 0.10133
H -1.15692 0.01058 1.80641
*
```

For the calculated total energy, the calculation gives -895.90509 hartree. Its LUMO energy is -0.12 eV. The molar mass is 111.20 g/mol. The calculation puts the HOMO-LUMO gap at 10.32 eV. For the HOMO energy, the calculation gives -10.44 eV. The value obtained for the largest force on an atom is 1.45 eV/Å.

These are the Löwdin partial charges, in e, on atoms 1 to 4: atom 1 (N): -0.258, atom 2 (O): -0.457, atom 3 (O): -0.461, atom 4 (Si): 0.531



# 2
ORCA calculation (ωB97M-V/def2-TZVPD) on a 8-piece molecular cluster, C46H101N2O22S7 overall at a distorted geometry.

```
! RIJCOSX wB97M-V def2-TZVPD def2/J DEFGRID3
* xyz 1 1
C 0.04730 -1.77094 3.61167
C 0.27116 -0.42575 3.91358
C 0.97815 0.57886 2.98234
C 2.13132 -0.09889 2.24104
C 2.99145 -0.93007 2.97397
C 4.04023 -1.59354 2.38681
C 4.91573 -2.45534 3.27390
C 5.71128 -1.61498 4.33311
C 4.83219 -1.28877 5.60090
C 6.92733 -2.43447 4.86171
N 4.22594 -1.44085 1.05392
C 5.29545 -2.14889 0.33994
C 4.71787 -3.50501 -0.28364
N 3.38824 -3.89605 0.17294
C 3.42273 -0.64214 0.31421
O 3.65486 -0.52881 -1.02211
C 2.37147 0.06810 0.86474
C 1.51839 0.98472 -0.00022
C 1.46174 2.45263 0.49044
C 2.61324 3.33107 -0.08787
C 2.17250 4.15465 -1.33469
C 3.30587 5.13508 -1.72826
C 2.73565 6.44930 -2.32465
C 3.58272 7.70979 -1.94644
C 4.54195 8.15351 -3.07299
C 5.69281 9.03831 -2.52418
C 6.26286 10.01780 -3.59414
C 7.80491 10.13745 -3.48256
H 0.74140 -2.53152 4.00182
H -0.75480 -2.15376 2.96110
H -0.11136 -0.02470 4.86525
H 0.24126 0.92147 2.23511
H 1.37804 1.39809 3.59378
H 2.78709 -1.04956 4.03327
H 5.66610 -3.04416 2.73415
H 4.32760 -3.17991 3.85974
H 6.01533 -0.64055 3.92502
H 5.35580 -1.59881 6.51420
H 4.57215 -0.22426 5.65883
H 3.89246 -1.86214 5.57380
H 6.50898 -3.14635 5.59168
H 7.59494 -1.77300 5.42689
H 7.43434 -2.98755 4.06145
H 5.71136 -1.54239 -0.47239
H 6.13638 -2.41176 0.98186
H 5.39766 -4.31754 0.00023
H 4.65215 -3.42211 -1.37918
H 3.33181 -4.03136 1.17405
H 2.64839 -3.29993 -0.17472
H 3.51088 -1.39658 -1.43287
H 0.51200 0.56508 -0.16840
H 1.97391 1.01577 -1.00134
H 1.48023 2.57548 1.57764
H 0.52140 2.89437 0.12109
H 3.54305 2.76492 -0.26437
H 2.85172 4.07451 0.69289
H 1.30286 4.73930 -1.00614
H 1.92131 3.42983 -2.12283
H 3.91619 5.40384 -0.85182
H 3.98325 4.66178 -2.45490
H 1.70579 6.64252 -1.98809
H 2.68823 6.41971 -3.42733
H 4.16513 7.47712 -1.04103
H 2.90298 8.55444 -1.75335
H 5.01385 7.28088 -3.56103
H 4.02250 8.71983 -3.86117
H 5.34598 9.64955 -1.67498
H 6.53272 8.42368 -2.16092
H 5.76529 10.99459 -3.53010
H 6.02576 9.61247 -4.59186
H 8.27981 9.15450 -3.59328
H 8.01823 10.57662 -2.49556
H 8.15864 10.80041 -4.28585
O -2.48760 -4.34443 4.13186
S -2.78650 -5.19856 3.01594
O -3.82531 -4.88023 2.08908
O -2.99194 -6.67825 3.54338
C -3.95667 -6.89996 4.59862
C -5.38019 -6.89041 4.08176
C -1.30188 -5.49543 2.11105
H -3.81967 -6.16794 5.39704
H -3.72823 -7.87848 5.01762
H -5.66823 -5.89506 3.74118
H -6.07250 -7.19264 4.86738
H -5.48872 -7.56746 3.23399
H -0.51761 -5.78527 2.80636
H -1.03362 -4.57075 1.60278
H -1.48639 -6.28196 1.38333
O -2.33812 3.63758 0.29401
S -3.77071 3.59082 0.28642
O -4.52410 3.69257 1.49518
O -4.24633 2.29467 -0.51566
C -3.73032 1.01235 -0.11652
C -4.41745 0.48281 1.12735
C -4.37347 4.78688 -0.85790
H -2.64727 1.06559 0.01957
H -3.91795 0.33632 -0.94984
H -4.17250 1.08842 2.00063
H -4.10558 -0.54330 1.32733
H -5.50101 0.50756 1.00846
H -3.83555 4.67971 -1.79657
H -4.19446 5.77150 -0.43073
H -5.43997 4.62978 -1.00093
O 5.32122 10.57394 -6.88767
S 4.97557 9.73734 -7.99631
O 5.98202 9.15506 -8.82692
O 3.92244 10.50417 -8.91348
C 4.26309 11.82250 -9.38211
C 5.23805 11.78004 -10.54234
C 3.89187 8.46297 -7.44148
H 4.65040 12.42875 -8.56110
H 3.32972 12.27966 -9.70774
H 6.21342 11.41238 -10.22379
H 5.37226 12.77729 -10.96247
H 4.87809 11.10982 -11.32351
H 3.09688 8.90959 -6.84929
H 4.47599 7.77574 -6.83216
H 3.48754 7.94438 -8.30754
O -8.28769 -11.70238 1.96286
S -7.09899 -10.99387 1.60512
O -6.64183 -9.87796 2.37579
O -7.19421 -10.56086 0.07406
C -8.35347 -9.82041 -0.35034
C -8.27697 -8.36121 0.05509
C -5.77397 -12.14086 1.42459
H -9.26319 -10.28962 0.02868
H -8.38088 -9.89532 -1.43654
H -8.34162 -8.24949 1.13748
H -9.09647 -7.79870 -0.39327
H -7.32944 -7.92277 -0.26034
H -6.10497 -12.96496 0.79790
H -5.51363 -12.50263 2.41721
H -4.92473 -11.62920 0.97801
O -4.49692 -4.09518 9.18506
S -5.14601 -2.85266 8.89532
O -6.40991 -2.81643 8.22987
O -4.12223 -1.90957 8.11401
C -3.49541 -2.43434 6.93005
C -4.42447 -2.41480 5.73424
C -5.24983 -1.89274 10.36865
H -3.11378 -3.44000 7.11693
H -2.63473 -1.79551 6.73199
H -5.24792 -3.11786 5.86431
H -3.88568 -2.68999 4.83147
H -4.86414 -1.42494 5.60004
H -4.27503 -1.87848 10.84941
H -5.98403 -2.36469 11.01830
H -5.57103 -0.88663 10.11003
O 5.60224 -6.70425 -6.76557
S 6.05039 -5.36737 -6.53366
O 7.42733 -5.08066 -6.28256
O 5.17024 -4.72977 -5.35575
C 5.08390 -5.45321 -4.12051
C 6.33651 -5.29176 -3.27904
C 5.47616 -4.32533 -7.83196
H 4.86848 -6.50656 -4.30921
H 4.22763 -5.04165 -3.58457
H 7.19090 -5.77777 -3.74866
H 6.19537 -5.73646 -2.29223
H 6.58972 -4.23610 -3.16125
H 4.41561 -4.50700 -7.98668
H 6.03720 -4.57856 -8.72909
H 5.65761 -3.28890 -7.55746
O -9.75253 1.29307 -2.58255
S -8.88164 1.22147 -1.45099
O -8.22439 0.00112 -1.09595
O -9.64573 1.78890 -0.17428
C -10.92851 1.22403 0.15715
C -10.79805 -0.12391 0.83865
C -7.67383 2.49812 -1.56485
H -11.55584 1.15866 -0.73366
H -11.40501 1.93014 0.83562
H -10.40894 -0.87609 0.15238
H -11.76983 -0.46339 1.19824
H -10.10752 -0.06461 1.68059
H -8.17278 3.43902 -1.78511
H -6.98928 2.23897 -2.37035
H -7.13505 2.55426 -0.62080
*
```

For the calculated total energy, the calculation gives -6364.94017 hartree. Its LUMO energy is -3.53 eV. The molar mass is 1258.78 g/mol. The calculation puts the HOMO-LUMO gap at 6.70 eV. For the HOMO energy, the calculation gives -10.23 eV. The value obtained for the largest force on an atom is 2.51 eV/Å.

These are the Löwdin partial charges, in e, on atoms 1 to 4: atom 1 (C): 0.004, atom 2 (C): -0.129, atom 3 (C): -0.109, atom 4 (C): -0.089